# 1
Molecular formula: CH5ClN2
Method: DFT, ωB97M-V with the def2-TZVPD basis set

Each line ends with the natural charge from an NBO analysis.
Element x y z (Å)
C 0.2378 0.1673 0.7229  0.072
N -0.5221 -1.3655 -0.8688  -0.917
N -0.1667 1.3509 0.2415  -0.813
Cl 1.9176 -0.1865 0.6891  0.021
H -0.3118 -0.3431 1.5472  0.236
H -0.0087 -0.7548 -1.4175  0.294
H 0.0492 -2.0352 -0.5328  0.307
H -0.0232 1.5823 -0.7818  0.399
H -1.1721 1.5845 0.4002  0.402

Summary:
F_max	0.0993	Eh/bohr
HOMO-LUMO gap (spin up / spin down)	9.111 / 8.233	eV
DFT total energy	-610.68403	a.u.
energy above the lowest of the compared OMol25 structures with the same formula, charge and spin	282.3	kJ/mol
net charge	0
highest occupied orbital energy (spin up / spin down)	-8.62 / -7.82	eV

---

# 2
Molecular formula: C35H53ClNO24PS2
Method: DFT, ωB97M-V with the def2-TZVPD basis set

Each line ends with the Löwdin charge.
Element x y z (Å)
O 8.2281 -3.8812 1.6041  0.176
C 7.4046 -3.0445 1.4911  -0.562
O 6.0919 -3.2448 1.3129  0.106
C 5.5722 -1.9539 0.8682  -0.250
C 4.0762 -1.7491 0.8606  -0.142
C 3.2047 -3.0104 0.6805  -0.204
C 2.2048 -3.1971 1.8444  -0.500
S 0.5190 -2.8480 1.3787  0.986
C 0.2406 -1.2404 2.0326  -1.035
S 1.3348 -0.4269 2.9674  0.660
N -0.9501 -0.6426 1.6606  -0.161
C -1.8433 -0.2879 2.7796  -0.146
C -2.7338 0.8431 2.2875  -0.169
O -3.0012 0.7520 0.9036  -0.128
C -3.0674 -0.5655 0.3995  -0.161
C -1.8006 -1.4025 0.7158  -0.196
C 6.4126 -1.0731 1.7564  -0.628
O 6.1181 -1.3071 3.1162  0.016
P 6.4005 0.8152 1.6095  0.658
O 5.0802 1.0647 2.5121  -0.349
Cl 5.5534 0.9970 -0.2449  0.324
O 7.6924 -1.6904 1.5104  0.053
H 6.0082 -1.8527 -0.1280  0.150
H 3.8818 -1.0805 0.0265  0.084
H 3.7781 -1.2007 1.7531  0.069
H 3.8157 -3.9036 0.5720  0.107
H 2.6412 -2.8836 -0.2413  0.093
H 2.4986 -2.5690 2.6781  0.013
H 2.2305 -4.2241 2.2087  0.076
H -2.4412 -1.1608 3.0516  0.104
H -1.2922 0.0352 3.6561  0.099
H -3.6439 0.9008 2.8918  0.118
H -2.1756 1.7701 2.4251  0.132
H -3.1425 -0.4504 -0.6812  0.115
H -3.9659 -1.0953 0.7272  0.125
H -2.1386 -2.3209 1.2035  0.095
H -1.2755 -1.6603 -0.1965  0.094
H 6.9622 -1.2707 3.5870  0.125
H 5.3606 1.5570 3.2942  0.062
C -4.8630 4.8516 -0.7748  -0.016
C -5.0110 3.6134 0.0692  -0.320
C -6.3922 2.9954 0.1021  -0.086
O -6.4006 2.3465 1.3822  0.063
C -5.5409 3.0185 2.1847  -0.580
O -5.4292 2.8385 3.3542  0.151
O -4.8225 3.9088 1.4686  0.087
H -3.9025 5.3276 -0.5831  0.088
H -4.9180 4.5978 -1.8326  0.079
H -5.6452 5.5770 -0.5451  0.089
H -4.2628 2.8653 -0.2069  0.150
H -6.5664 2.2686 -0.6872  0.136
H -7.1835 3.7489 0.0889  0.137
C 3.2812 3.9319 0.8501  -0.027
C 2.5715 3.8758 -0.4767  -0.326
C 2.2745 5.2006 -1.1450  -0.087
O 1.1041 4.8889 -1.9186  0.056
C 0.4627 3.8664 -1.2971  -0.556
O -0.6255 3.4810 -1.5741  0.159
O 1.2378 3.3526 -0.3202  0.095
H 3.2579 2.9485 1.3193  0.071
H 4.3208 4.2325 0.7189  0.089
H 2.7909 4.6307 1.5295  0.092
H 3.1047 3.2120 -1.1636  0.149
H 3.0708 5.5559 -1.7936  0.138
H 2.0143 5.9775 -0.4226  0.138
C 9.6822 -3.6277 -0.9965  -0.025
C 10.6616 -3.3493 -2.1058  -0.321
C 11.4100 -2.0389 -2.0069  -0.093
O 11.6952 -1.7485 -3.3824  0.060
C 10.7390 -2.3451 -4.1371  -0.568
O 10.5814 -2.1598 -5.2977  0.167
O 9.9910 -3.1763 -3.3723  0.083
H 9.0588 -4.4846 -1.2470  0.098
H 10.2027 -3.8381 -0.0664  0.091
H 9.0278 -2.7696 -0.8457  0.080
H 11.3617 -4.1822 -2.2183  0.159
H 12.3329 -2.1011 -1.4365  0.138
H 10.7841 -1.2380 -1.6061  0.137
C -2.3226 4.3205 -3.9653  -0.027
C -3.1097 4.1735 -5.2409  -0.320
C -3.4875 5.4573 -5.9449  -0.091
O -4.6880 5.0822 -6.6381  0.061
C -5.2627 4.0690 -5.9458  -0.573
O -6.3518 3.6431 -6.1497  0.161
O -4.4192 3.6162 -4.9900  0.075
H -2.2677 3.3743 -3.4356  0.078
H -1.3073 4.6527 -4.1765  0.092
H -2.7942 5.0413 -3.2963  0.082
H -2.5965 3.4971 -5.9308  0.158
H -2.7401 5.8084 -6.6514  0.138
H -3.7306 6.2557 -5.2402  0.138
C -7.3016 -2.2884 -3.0462  -0.020
C -5.8426 -1.9204 -2.9824  -0.328
C -4.9991 -2.3465 -4.1641  -0.088
O -3.7005 -2.4836 -3.5702  0.066
C -3.8764 -2.7750 -2.2589  -0.564
O -3.0131 -3.1132 -1.5183  0.168
O -5.1750 -2.6176 -1.9124  0.083
H -7.7793 -2.1166 -2.0826  0.089
H -7.8094 -1.6871 -3.7998  0.092
H -7.4255 -3.3432 -3.2937  0.090
H -5.7259 -0.8485 -2.7964  0.157
H -4.9691 -1.6180 -4.9700  0.139
H -5.3040 -3.3184 -4.5585  0.138
C -5.5172 -3.9889 7.2087  -0.022
C -4.4387 -4.0333 6.1584  -0.327
C -3.4313 -2.9051 6.1984  -0.085
O -3.0182 -2.8280 4.8266  0.049
C -4.0408 -3.2818 4.0618  -0.559
O -4.0912 -3.1807 2.8800  0.168
O -4.9891 -3.8549 4.8371  0.089
H -6.2949 -4.7182 6.9865  0.089
H -5.0979 -4.2140 8.1889  0.091
H -5.9859 -3.0048 7.2427  0.091
H -3.9297 -5.0013 6.1721  0.159
H -2.5748 -3.1014 6.8379  0.139
H -3.8868 -1.9523 6.4772  0.141

Summary:
F_max	0.0342	Eh/bohr
HOMO-LUMO gap	8.123	eV
DFT total energy	-4824.03226	a.u.
net charge	0
SMILES string	O=C1O[C@@H](CCCSC(=S)N2CCOCC2)[C@](O)(P(O)Cl)O1.C[C@@H]1COC(=O)O1.C[C@@H]1COC(=O)O1.C[C@@H]1COC(=O)O1.C[C@@H]1COC(=O)O1.C[C@@H]1COC(=O)O1.C[C@@H]1COC(=O)O1
highest occupied orbital energy	-8.08	eV

---

# 3
Molecular formula: C3H4Cl2N2S
Method: DFT, ωB97M-V with the def2-TZVPD basis set

Each line ends with the natural charge from an NBO analysis.
Element x y z (Å)
N 0.5794 -1.5449 -0.8366  -0.655
N 1.2506 -0.6718 -0.0443  -0.410
C 0.9242 0.5443 0.2404  0.131
S 1.7710 1.8126 1.0061  -0.169
C -0.4989 0.8531 -0.2287  -0.277
C -1.5867 0.4943 0.4620  -0.095
Cl -2.8586 1.4066 0.2665  0.136
Cl -1.5814 -0.3291 2.1880  -0.066
H 0.8754 -1.2150 -1.9663  0.372
H -0.3919 -1.6474 -0.5269  0.389
H 2.1007 -1.1236 0.5135  0.404
H -0.5838 1.4209 -1.0737  0.239

Summary:
F_max	0.1189	Eh/bohr
HOMO-LUMO gap	8.556	eV
DFT total energy	-1544.65996	a.u.
energy above the lowest of the compared OMol25 structures with the same formula, charge and spin	291.7	kJ/mol
net charge	0
SMILES string	NNC(=S)C=C(Cl)Cl
highest occupied orbital energy	-8.49	eV

---

# 4
Molecular formula: C39H43As2ClCuSi2
Method: DFT, ωB97M-V with the def2-TZVPD basis set

Each line ends with the Löwdin spin population.
Element x y z (Å)
C 2.9592 -0.4005 3.6196  0.044
C 3.0525 -0.9575 2.3309  0.002
C 2.7451 0.0618 1.3721  0.008
H 3.3666 -1.9806 2.0944  0.000
C 2.4022 1.2590 2.1076  0.005
C 2.5524 0.9453 3.5000  0.012
H 2.4415 1.6427 4.3350  0.000
H 3.2300 -0.8842 4.5545  0.002
H 2.9052 0.0250 0.2912  0.000
H 2.2426 2.2389 1.6722  0.000
Cu 0.7361 0.0282 1.8037  0.134
Si -1.0164 0.0550 -1.2158  0.180
C -0.5617 -1.8492 -1.1589  0.072
C -1.5837 -2.7152 -1.5616  0.006
H -2.5977 -2.3198 -1.6441  0.001
C -1.3145 -4.0245 -1.9659  0.002
H -2.0927 -4.6163 -2.4517  0.000
C -0.0493 -4.5748 -1.7297  0.001
H 0.1312 -5.6249 -1.9881  0.000
C 0.9387 -3.7833 -1.1398  0.003
H 1.9025 -4.2529 -0.9108  0.000
C 0.6778 -2.4314 -0.8428  0.009
H 1.4891 -1.8705 -0.3579  0.000
C 0.6460 1.0405 -1.4515  0.106
C 1.6835 0.5937 -2.2903  0.009
H 1.7408 -0.4504 -2.5987  0.001
C 2.6422 1.4968 -2.7764  0.007
H 3.3722 1.1679 -3.5250  0.001
C 2.6944 2.8029 -2.2840  -0.007
H 3.4878 3.4775 -2.6111  0.000
C 1.7295 3.2272 -1.3623  0.004
H 1.7653 4.2569 -0.9841  0.001
C 0.7541 2.3333 -0.9039  0.000
H 0.0623 2.6699 -0.1304  0.000
H -0.6361 0.0554 0.2543  0.149
Si -1.5506 0.3486 -3.4543  0.078
C -0.8010 1.6730 -4.5140  0.008
C -0.3984 1.3737 -5.8276  0.005
H -0.6375 0.3888 -6.2504  0.000
C 0.2879 2.3388 -6.5668  0.000
H 0.6216 2.0805 -7.5643  0.000
C 0.5432 3.6022 -6.0269  0.005
H 1.0832 4.3531 -6.6067  0.000
C 0.0978 3.9021 -4.7355  -0.001
H 0.3443 4.8512 -4.2706  0.000
C -0.6697 2.9817 -4.0147  0.005
H -1.1495 3.2581 -3.0700  0.000
C -1.6202 -1.2054 -4.4441  0.010
C -0.3606 -1.8088 -4.5706  0.004
H 0.5184 -1.3522 -4.0921  0.000
C -0.2440 -2.9914 -5.2904  -0.001
H 0.7374 -3.4604 -5.3168  0.000
C -1.3494 -3.5213 -5.9494  0.004
H -1.2227 -4.4029 -6.5702  0.000
C -2.6091 -2.9222 -5.8171  0.000
H -3.4710 -3.3348 -6.3266  0.000
C -2.7645 -1.7688 -5.0378  0.006
H -3.7447 -1.2865 -4.9031  0.001
H -2.9805 0.6645 -3.2505  0.017
Cl -2.8501 0.8965 -0.5137  0.077
C -2.7258 2.7288 4.4890  -0.001
As -1.1133 2.0047 3.6180  -0.001
C 0.0857 3.5399 3.8374  0.000
C -0.4955 0.9551 5.1987  0.000
C -0.3023 1.5859 6.4270  0.000
C 0.1615 0.8315 7.5112  0.000
C 0.3928 -0.5414 7.3883  0.000
C 0.1678 -1.1725 6.1665  0.001
C -0.2629 -0.4382 5.0582  0.005
As -0.4105 -1.2986 3.2763  0.018
C 0.3395 -3.0646 3.6191  0.006
C -2.3206 -1.6749 3.1649  0.001
H -3.3674 3.1154 3.6800  0.000
H -2.4642 3.5251 5.1812  0.000
H -3.2454 1.9114 5.0038  0.000
H -0.2170 4.1146 4.7271  0.000
H 1.1149 3.1878 3.9216  0.000
H -0.0338 4.1414 2.9286  0.000
H -0.5074 2.6387 6.5518  0.000
H 0.3360 1.3332 8.4668  0.000
H 0.7526 -1.1223 8.2439  0.000
H 0.3378 -2.2449 6.0671  0.000
H -0.3597 -3.6290 4.2475  0.001
H 0.4578 -3.5442 2.6404  0.000
H 1.3111 -2.9556 4.1078  0.000
H -2.5604 -2.4590 3.8902  0.000
H -2.8698 -0.7549 3.3803  0.000
H -2.5100 -2.0132 2.1403  0.000

Summary:
F_max	0.0433	Eh/bohr
HOMO-LUMO gap (spin up / spin down)	7.786 / 4.551	eV
DFT total energy	-8663.00794	a.u.
energy above the lowest of the compared OMol25 structures with the same formula, charge and spin	0.0	kJ/mol
net charge	0
multiplicity	2
highest occupied orbital energy (spin up / spin down)	-7.21 / -7.18	eV